[1]
C45H53CaN5O2S3 | wB97M-V/def2-TZVPD

- 2S+1 = 1
- total charge = +2
- relative energy (zero: lowest compared OMol25 entry of this formula, charge and spin) (kJ/mol) = 3.5
- highest occupied orbital energy (eV) = -12.76
- HOMO-LUMO gap (Ha) = 0.302
- strongest force on any atom (eV/A) = 0.5

Geometry (Å):
H (3.641492, -4.553771, 1.763217)
H (1.872572, 4.885809, 4.181585)
H (5.217363, -2.706461, 5.092218)
C (3.062529, -1.672743, 0.269616)
H (-0.757858, -3.173264, -0.286472)
S (1.517687, -0.262597, 3.136638)
H (3.269363, -5.647252, 6.402764)
H (3.954691, 2.123573, 4.926203)
H (-3.171975, 2.085604, -1.783514)
S (-3.085882, 0.127463, -0.470569)
H (0.499544, 0.358613, -2.439184)
H (-3.375723, 0.660232, -2.757612)
C (5.506781, 3.659048, 1.722443)
H (-0.352340, 1.014530, 7.475436)
H (0.003126, 5.713108, 7.935470)
H (3.717242, 4.264320, -0.185183)
H (4.187629, -0.810009, 3.891926)
N (1.766295, -1.534036, 0.225332)
H (-1.000363, -3.219526, -2.731547)
C (1.363000, 4.536081, 5.070555)
C (-2.003005, 4.000704, 3.424692)
H (2.218107, -3.544883, 1.929231)
C (-0.998718, 5.199873, 1.579412)
N (-1.188642, -2.394139, -0.774840)
C (-2.756517, 1.096832, -1.974661)
C (4.388189, 2.541508, 4.025958)
C (4.150529, -2.704721, 4.905488)
C (3.373289, -3.777863, 5.346829)
H (4.724745, -5.439941, 5.427042)
C (4.106729, 3.465187, 1.782567)
Ca (-0.290463, -0.223120, 0.344415)
H (-1.541593, 7.256807, 1.403398)
C (5.007367, -0.272495, 0.780801)
C (2.953642, -3.913017, 1.213809)
H (-4.026019, 7.393098, 4.183283)
H (0.465119, -2.542631, -2.017484)
N (-0.441226, 0.108060, -2.151680)
C (4.991259, -3.192330, 0.059831)
C (0.966093, 5.430747, 6.023266)
H (-2.854826, -2.892037, 0.343982)
H (-3.552949, 8.159132, 2.662460)
N (3.856338, -0.604332, -0.057414)
C (-2.638128, -2.651442, -0.699045)
C (2.131006, 2.680455, 3.000892)
H (5.296629, -2.466270, -0.687419)
S (-0.334549, 2.521569, 1.954244)
H (5.198362, -1.067055, 1.495954)
C (1.411210, -2.696250, 4.429399)
C (-2.499952, 6.340235, 3.093638)
C (0.509550, 0.425202, 5.623705)
C (-1.176241, 4.028111, 2.313237)
O (-0.640027, 2.059302, 0.523068)
H (4.558568, -4.571833, 6.945941)
H (2.573876, 1.074048, 0.086927)
H (0.347904, -2.685606, 4.225585)
C (-1.665217, 6.342092, 1.969047)
H (-2.127128, 3.084862, 3.989732)
H (6.380553, 2.465461, 4.761841)
C (2.004309, -3.757936, 5.096035)
C (0.051361, 3.662932, 7.376502)
H (1.293297, 3.783594, -0.113668)
H (-2.911184, -3.534281, -1.291743)
H (-3.602041, -1.427041, -2.218898)
C (5.738222, 2.734252, 3.934145)
N (3.705269, -2.813535, 0.642181)
H (3.969144, 1.239898, -0.988642)
O (0.158229, -0.730034, 2.634581)
C (-0.844969, -1.097171, -2.899719)
H (1.292702, -2.402446, 0.457608)
H (5.934199, 4.101707, 0.831609)
C (3.205006, 0.546484, -0.640880)
C (0.305748, 4.991298, 7.188851)
H (4.799669, 0.646481, 1.340967)
C (-1.300921, 1.269361, -2.425248)
H (-0.348099, 5.215278, 0.714958)
H (0.285077, -0.625002, 5.749910)
C (6.303614, 3.298405, 2.771815)
C (1.174573, 0.866502, 4.460454)
H (-1.319682, 1.508579, -3.496082)
H (-2.489051, 8.247338, 4.059185)
H (-0.863623, 2.119646, -1.902381)
C (1.931333, 3.572258, 0.735053)
H (-4.551887, -1.730061, -0.794921)
C (1.112947, 3.151457, 5.237963)
C (1.373403, 2.999270, 1.898880)
H (1.392027, -4.584857, 5.433268)
H (2.601419, 0.243492, -1.496158)
C (-3.186323, 7.600581, 3.522909)
H (7.372722, 3.453639, 2.720759)
H (4.887715, -4.164006, -0.426026)
H (-0.453209, 3.318474, 8.270017)
H (-0.311588, -1.164983, -3.852872)
C (-0.610062, -2.387547, -2.131761)
H (1.163624, 6.485499, 5.887241)
C (0.157176, 1.332914, 6.575053)
C (3.578059, -1.639470, 4.234164)
C (4.011292, -4.923890, 6.071227)
H (-3.305394, 5.143568, 4.676251)
H (-1.894309, -0.999440, -3.162176)
C (3.539409, 2.897098, 2.949847)
H (5.902768, -0.116069, 0.177467)
C (-3.541481, -1.505175, -1.136419)
H (5.766677, -3.269913, 0.823873)
C (2.206484, -1.643110, 4.008986)
H (2.459086, -4.520332, 0.446130)
C (0.441521, 2.712199, 6.405233)
C (1.484286, 2.188508, 4.250604)
C (-2.658473, 5.159712, 3.808602)
C (3.268993, 3.817540, 0.693719)

Cartesian forces, eV/Å:
H 0.00 -0.01 -0.02
H -0.01 0.00 0.00
H 0.01 -0.01 0.01
C 0.18 0.02 0.12
H 0.02 0.02 0.00
S 0.20 -0.08 -0.01
H 0.00 -0.01 0.00
H 0.01 0.00 0.01
H 0.01 -0.01 0.00
S 0.00 0.00 0.10
H 0.00 0.00 0.00
H 0.01 -0.01 0.00
C 0.00 -0.01 0.01
H 0.00 -0.02 0.01
H 0.00 0.00 0.01
H 0.00 0.01 -0.01
H 0.00 0.01 0.00
N -0.45 0.04 0.03
H 0.03 0.01 0.01
C 0.03 0.05 0.02
C -0.01 -0.07 0.05
H 0.01 -0.01 -0.02
C 0.02 -0.05 -0.04
N 0.03 0.09 0.07
C -0.08 0.03 -0.07
C 0.02 -0.01 0.03
C -0.01 0.03 -0.02
C 0.02 0.05 -0.03
H 0.01 0.00 0.01
C 0.03 0.01 0.03
Ca -0.03 -0.38 -0.02
H 0.01 0.00 -0.01
C 0.03 0.05 0.04
C -0.04 0.02 0.08
H 0.01 0.00 0.01
H -0.01 0.02 0.00
N 0.01 -0.09 0.03
C 0.00 0.02 0.02
C 0.04 0.00 -0.06
H 0.00 0.02 -0.02
H 0.00 0.01 0.00
N -0.01 -0.08 -0.03
C 0.01 -0.08 0.05
C 0.07 0.05 -0.24
H 0.01 0.00 0.01
S -0.32 0.06 0.20
H 0.01 -0.02 -0.02
C -0.02 0.03 -0.07
C 0.05 0.00 -0.05
C -0.05 0.02 0.11
C 0.17 0.10 -0.23
O 0.20 0.17 0.11
H 0.01 0.00 0.00
H 0.02 0.00 -0.02
H -0.01 0.00 -0.01
C -0.02 -0.03 0.05
H 0.00 -0.02 0.01
H 0.00 0.00 0.01
C -0.02 -0.02 0.01
C 0.00 0.04 0.00
H 0.02 0.00 0.00
H 0.01 0.02 0.02
H 0.01 0.03 -0.01
C -0.03 -0.02 0.03
N -0.01 0.04 -0.02
H 0.00 0.01 0.00
O -0.22 0.14 -0.27
C 0.00 0.03 -0.15
H 0.30 -0.18 -0.14
H 0.01 0.01 -0.01
C -0.05 0.03 -0.02
C -0.03 -0.03 0.04
H 0.01 -0.03 -0.01
C 0.02 0.14 -0.02
H -0.01 0.02 -0.01
H 0.00 0.00 0.01
C 0.02 0.01 -0.03
C 0.08 0.05 0.01
H 0.01 0.02 0.04
H 0.00 0.00 0.00
H -0.02 -0.02 0.00
C -0.03 0.01 -0.06
H 0.01 0.04 0.02
C -0.03 -0.06 0.00
C 0.08 -0.05 0.22
H -0.01 0.00 0.00
H 0.02 0.00 0.02
C -0.06 0.06 0.01
H 0.01 0.00 -0.01
H 0.01 0.01 -0.01
H -0.01 0.00 0.01
H -0.01 -0.01 0.02
C 0.02 -0.12 -0.04
H 0.00 0.01 0.00
C 0.02 -0.04 -0.07
C -0.04 -0.01 -0.02
C 0.02 -0.08 0.04
H 0.00 0.00 0.01
H -0.02 0.00 0.01
C -0.03 -0.01 -0.02
H -0.02 0.01 0.00
C -0.06 -0.03 -0.04
H 0.00 -0.01 0.00
C 0.02 0.05 0.05
H -0.01 0.00 0.01
C 0.00 0.00 -0.01
C -0.11 0.01 0.11
C -0.03 0.00 0.05
C -0.04 0.02 -0.04

[2]
C45H53FKN7O5S2SeSi | wB97M-V/def2-TZVPD

- 2S+1 = 1
- relative energy (zero: lowest compared OMol25 entry of this formula, charge and spin) (kJ/mol) = 25.6
- highest occupied orbital energy (eV) = -5.40
- HOMO-LUMO gap (Ha) = 0.186
- strongest force on any atom (eV/A) = 0.8

Geometry (Å):
S (-2.743687, 1.718198, -1.462680)
H (-3.779998, -1.969943, 1.423919)
O (0.837217, -1.774728, 2.875721)
C (-6.380754, 0.862157, -2.993836)
H (5.874141, -4.203316, -1.018177)
H (-0.080033, 1.916792, -2.617559)
C (-6.281452, -0.489505, -3.298393)
C (1.012022, 5.102887, 2.146601)
O (-1.742083, 0.694119, -1.056119)
C (4.889933, -3.791453, -0.823338)
C (1.852773, 3.585200, 4.482410)
H (4.281104, 3.112297, 0.811524)
H (-1.526676, -1.171675, 3.118356)
C (3.761918, -4.578882, -1.032656)
C (0.871453, -3.252514, -3.989902)
H (-3.076744, -1.031839, -2.314570)
H (1.197208, 0.985167, -4.888261)
N (1.198123, 1.605913, 3.295411)
C (5.749508, 0.434975, 1.826939)
C (-4.006865, -0.512070, -2.512003)
H (-1.443283, 0.754807, -5.081917)
O (-1.747528, -1.771799, 1.146660)
C (-0.924056, -4.550508, -3.057673)
C (-1.277141, -3.482574, -2.241972)
Se (2.467408, 7.444473, 4.952632)
N (-4.474446, 0.671933, 1.147506)
F (1.209520, -2.229250, 0.012517)
H (-0.548140, 3.109159, -0.650444)
H (5.202370, 0.305641, 2.764580)
C (1.290482, 2.936401, 3.376966)
H (-5.216563, 2.596440, 0.813050)
H (0.442575, -5.276479, -4.546231)
C (-3.249979, 0.129879, 1.423932)
H (-1.785343, -4.519392, 1.957371)
N (2.460398, 5.731568, 5.462011)
H (-5.020686, -2.227895, -3.295640)
H (-3.840923, 2.480160, 1.936628)
H (0.521372, -0.559565, -5.405730)
H (1.589478, -4.554861, -0.884956)
H (-0.342743, 2.754331, -4.141270)
C (2.459774, -2.724863, -0.282338)
H (-7.305137, 1.394238, -3.177036)
H (-6.109955, -0.621175, 1.534797)
H (-6.327433, 0.545357, 0.223512)
C (2.308583, 2.808858, 5.548022)
C (2.520114, -4.012440, -0.744607)
C (-5.097901, -1.175034, -3.056348)
C (-0.093159, 3.705595, 0.134449)
H (1.569421, -5.176901, 3.236120)
H (-1.475177, -5.480868, -3.001364)
H (6.230450, 0.143160, -1.410259)
C (0.650148, 5.783461, 0.984145)
H (-5.314127, -0.859234, -0.038410)
C (0.101568, 5.069568, -0.058433)
H (6.397625, 1.309992, 1.931861)
C (-0.564900, -2.293919, -2.301495)
K (0.584393, 0.135676, 0.495247)
H (3.839452, -5.593427, -1.399195)
H (-2.016145, 3.599716, -2.711625)
Si (4.525078, 0.643978, 0.401026)
H (1.888900, -4.795986, 1.525277)
C (1.583115, 5.789825, 3.297345)
H (4.833664, 1.020121, -2.032466)
H (1.736710, -3.169526, -4.637668)
C (0.554046, 0.155741, -4.582452)
H (2.556112, 0.798980, 6.254621)
H (3.057075, 2.174819, 1.685387)
H (-2.216661, -2.802528, 2.882065)
C (1.979974, 5.036564, 4.468713)
O (-2.365813, 0.742790, 1.989500)
N (0.240425, 3.037175, 1.218303)
H (-7.129380, -1.010262, -3.723518)
N (1.749999, 7.081448, 3.355714)
H (2.747430, 3.295301, 6.409052)
H (-5.369389, 2.577704, -2.177502)
C (4.798625, -2.484502, -0.371653)
C (0.821077, 3.715087, 2.211387)
C (1.543437, -4.392014, 2.476735)
C (2.202408, 1.441857, 5.460175)
C (-2.106742, 2.548149, -2.989605)
C (0.150568, -4.436581, -3.929774)
C (-0.758540, -4.730574, 1.664572)
C (-5.296840, 1.527630, -2.439884)
H (5.712709, -1.921097, -0.226535)
H (-0.669597, -4.601327, 0.581315)
H (-3.223210, -1.335678, -0.137090)
C (1.647491, 0.882156, 4.307192)
C (-0.830931, 0.660034, -4.179589)
N (0.183954, -3.880060, 2.363645)
S (1.459824, -0.667466, -3.221274)
H (-2.097114, -3.578788, -1.538737)
C (-3.048540, -1.306996, 0.938589)
C (-5.607328, -0.117395, 0.702165)
H (-1.319656, -0.076303, -3.541058)
H (6.079879, 1.877420, -1.116658)
C (-1.483454, -2.074545, 2.510587)
H (-0.543350, -5.770247, 1.910149)
N (3.352184, -0.571399, 0.282358)
C (5.520131, 0.939671, -1.184357)
C (-0.049259, -2.572336, 2.603123)
H (6.387565, -0.441801, 1.695177)
H (1.567527, -0.189876, 4.178290)
C (-4.115819, 0.835221, -2.212517)
C (-4.767891, 2.012505, 1.619898)
H (-2.875700, 2.467933, -3.759121)
C (0.496748, -2.186906, -3.186834)
H (2.877115, 2.462400, -0.052546)
O (1.068036, 0.072803, -1.997441)
H (-0.803942, -1.460325, -1.654213)
C (3.556880, -1.837369, -0.096388)
H (0.817253, 6.850875, 0.923860)
C (-0.763084, 2.006857, -3.460426)
C (3.604296, 2.257329, 0.739153)
H (2.205467, -3.576304, 2.751487)
H (-5.463627, 1.991518, 2.464020)
H (-0.177310, 5.542293, -0.990026)

Cartesian forces, eV/Å:
S -0.11 0.06 -0.16
H 0.00 0.01 0.00
O -0.18 -0.02 0.28
C 0.01 0.00 0.02
H -0.01 -0.01 -0.01
H 0.00 0.01 0.03
C 0.01 -0.03 0.00
C -0.06 -0.12 -0.06
O 0.00 -0.08 -0.07
C 0.01 0.02 0.02
C -0.06 -0.11 -0.03
H 0.03 0.02 -0.01
H -0.05 0.02 -0.01
C -0.01 0.00 0.00
C 0.02 -0.01 -0.02
H 0.01 0.03 -0.04
H 0.01 -0.01 0.01
N -0.06 0.00 0.00
C -0.01 0.01 -0.04
C 0.07 -0.01 0.02
H -0.01 0.00 0.01
O 0.06 -0.06 0.02
C -0.02 0.00 0.02
C 0.00 -0.01 0.00
Se -0.10 -0.07 -0.02
N 0.05 0.04 -0.01
F -0.06 -0.37 -0.08
H 0.04 0.04 -0.01
H -0.01 0.00 0.01
C 0.03 0.04 0.15
H -0.01 0.00 0.00
H 0.00 0.00 0.00
C -0.04 0.03 0.01
H 0.04 -0.02 -0.03
N 0.08 0.04 -0.04
H 0.00 0.00 0.00
H 0.01 0.01 -0.01
H -0.01 -0.03 0.01
H 0.03 -0.02 -0.01
H 0.02 0.00 0.01
C 0.05 0.14 -0.12
H 0.00 0.00 0.00
H 0.00 0.00 0.00
H 0.01 0.01 -0.01
C 0.02 0.03 -0.01
C 0.05 0.04 -0.12
C -0.04 0.02 -0.03
C -0.26 -0.15 -0.39
H 0.04 0.00 0.01
H 0.00 0.00 0.00
H 0.00 -0.04 0.02
C 0.01 -0.01 0.01
H -0.02 0.01 0.03
C 0.06 0.05 0.23
H 0.01 0.00 -0.01
C 0.05 0.02 -0.03
K 0.03 0.42 0.70
H 0.00 0.00 0.00
H 0.01 -0.01 0.02
Si -0.11 0.04 -0.02
H -0.06 0.00 0.05
C 0.01 0.04 0.09
H 0.00 0.00 0.00
H 0.00 0.00 0.00
C 0.03 0.00 -0.01
H 0.00 0.00 0.00
H 0.13 -0.01 -0.18
H 0.05 0.03 -0.01
C -0.02 0.09 -0.02
O -0.01 -0.07 -0.05
N 0.18 0.03 -0.05
H 0.00 0.00 0.00
N 0.09 0.01 0.02
H 0.00 0.01 0.00
H -0.01 0.00 -0.01
C -0.01 -0.05 -0.05
C -0.04 0.12 -0.03
C 0.02 0.01 -0.01
C 0.01 -0.06 0.01
C -0.01 -0.01 -0.02
C 0.02 0.01 0.00
C -0.01 -0.03 -0.02
C 0.00 0.00 0.01
H -0.01 0.05 0.01
H 0.00 -0.03 0.01
H -0.01 -0.01 0.03
C 0.00 0.00 -0.04
C 0.01 0.01 0.01
N -0.02 -0.09 0.05
S -0.13 -0.20 -0.09
H 0.01 -0.01 -0.01
C -0.02 -0.02 0.01
C 0.00 -0.03 -0.01
H 0.00 -0.02 0.02
H 0.01 -0.01 0.00
C 0.01 0.09 0.11
H -0.01 0.00 0.02
N 0.09 -0.13 0.03
C -0.04 0.04 0.04
C 0.20 0.04 -0.25
H 0.00 -0.01 0.00
H 0.01 0.00 0.04
C 0.02 0.06 -0.03
C 0.00 -0.02 0.02
H -0.02 0.00 0.01
C -0.04 0.05 -0.02
H 0.01 0.01 -0.01
O 0.08 0.23 -0.12
H 0.01 0.01 0.04
C -0.14 0.04 0.03
H 0.00 0.00 0.01
C -0.02 -0.01 -0.02
C -0.04 -0.08 0.11
H -0.01 -0.03 0.03
H 0.01 -0.01 0.00
H -0.01 0.00 0.00